5
Properties=species:S:1:pos:R:3 method="wB97M-V/def2-TZVPD" homo_lumo_gap_ev=8.7 relative_energy_kcal_mol=36.3 charge=0 e_tot_ev=-29162.9599
C 2.26510 0.36518 -0.56896
C -1.32847 0.03145 -0.57944
O 2.18718 0.01850 0.49008
Cl -2.43834 0.81032 0.34023
Cl -0.68547 -1.22544 0.31809


12
Properties=species:S:1:pos:R:3 method="wB97M-V/def2-TZVPD" smiles="C=C=O.CC=O" homo_lumo_gap_ev=10.0 relative_energy_kcal_mol=38.8 charge=0 e_tot_ev=-8338.7798
C 1.72319 1.06303 -1.26940
C 0.42017 0.87397 -0.54784
O 0.32751 0.68686 0.64440
C -1.52432 -1.42677 1.88729
C -1.75507 -1.27304 0.60550
O -1.96987 -1.15238 -0.53900
H 1.86154 0.23359 -1.97355
H 2.55156 1.08556 -0.55845
H 1.70154 1.98473 -1.86112
H -1.98279 -2.24704 2.42264
H -0.86301 -0.72014 2.36999
H -0.49045 0.89163 -1.18046


144
Properties=species:S:1:pos:R:3 method="wB97M-V/def2-TZVPD" homo_lumo_gap_ev=6.0 charge=-2 e_tot_ev=-128853.0918
Pb -0.16362 0.06086 -0.79170
C 4.57714 -2.64760 1.40324
Si 2.92482 -2.36592 2.30454
C 2.81603 -3.76007 3.58250
C 3.23501 -0.82868 3.35802
N 1.60065 -2.16062 1.28341
P 0.48392 -3.08631 0.62846
C -0.68024 -2.37395 -0.38455
P -2.33370 -2.24087 -0.02511
N -2.80947 -0.86395 0.58608
Si -4.15945 0.15019 0.44791
C -3.96053 1.41340 -0.91980
C -4.33416 1.09588 2.06572
C -5.79409 -0.74692 0.09588
C -3.08681 -3.64500 0.90576
C -2.84392 -4.97020 0.54729
C -3.49930 -6.01042 1.19085
C -4.40288 -5.73703 2.21246
C -4.62810 -4.42263 2.59772
C -3.96711 -3.38409 1.94902
C -3.22787 -2.48020 -1.65940
C -4.22353 -3.41810 -1.93034
C -4.86485 -3.45958 -3.16718
C -4.53488 -2.55523 -4.16308
C -3.55726 -1.59830 -3.90971
C -2.92423 -1.56814 -2.67810
C -0.20434 -4.07262 2.02381
C -0.74576 -3.33240 3.08117
C -1.20721 -3.96062 4.22630
C -1.12592 -5.34543 4.33904
C -0.59711 -6.08941 3.29506
C -0.14445 -5.45622 2.14046
C 1.25950 -4.43170 -0.39265
C 2.45064 -5.05277 -0.02321
C 3.02423 -6.03876 -0.81564
C 2.40738 -6.42518 -1.99977
C 1.21620 -5.81950 -2.37946
C 0.65094 -4.83028 -1.58051
H 5.12784 -3.51023 1.80005
H 5.22105 -1.76469 1.50305
H 4.40609 -2.80818 0.33818
H 3.62524 -3.67299 4.31785
H 2.88259 -4.75312 3.12366
H 1.86406 -3.71854 4.11667
H 4.12152 -0.98532 3.98664
H 2.39013 -0.60502 4.01830
H 3.41581 0.05379 2.73310
H -3.01707 1.95451 -0.78192
H -4.77112 2.15352 -0.91558
H -3.94012 0.93500 -1.90414
H -3.64480 1.94956 2.04272
H -4.07083 0.46798 2.92274
H -5.35008 1.48182 2.21411
H -5.83343 -1.03979 -0.96008
H -6.66504 -0.11369 0.30553
H -5.88642 -1.66177 0.69005
H -2.13097 -5.17904 -0.24620
H -3.30447 -7.03710 0.90032
H -4.92194 -6.54781 2.71187
H -5.31594 -4.20461 3.40731
H -4.12487 -2.35032 2.23717
H -4.52072 -4.12606 -1.16875
H -5.63753 -4.19991 -3.34514
H -5.04188 -2.58369 -5.12096
H -3.29635 -0.86674 -4.66755
H -2.19066 -0.79468 -2.49187
H -0.79956 -2.25170 2.98093
H -1.63438 -3.37552 5.03339
H -1.48020 -5.84160 5.23615
H -0.53690 -7.16935 3.37722
H 0.26195 -6.04778 1.32844
H 2.93874 -4.76131 0.89722
H 3.95786 -6.50060 -0.51399
H 2.85446 -7.19250 -2.62222
H 0.73214 -6.11040 -3.30573
H -0.26611 -4.32364 -1.86892
C 2.52746 9.12877 1.99590
C 1.98525 7.77278 1.61644
C 2.61800 6.65670 1.97988
C 2.16538 5.25536 1.70384
C 0.27331 5.28329 0.59654
C -0.00270 6.75713 0.42128
C 0.72948 7.78885 0.85042
S -1.19168 4.35367 -0.17688
O -1.79027 3.61586 0.91016
O -2.02808 5.39886 -0.75204
N -0.69860 3.32442 -1.27880
C -0.29245 3.73781 -2.51629
C 0.03294 5.05020 -2.88586
C 0.44705 5.40148 -4.17475
C 0.56061 4.46850 -5.16796
C 0.26161 3.12180 -4.86407
C 0.37182 2.11666 -5.85170
C 0.09344 0.81960 -5.55133
C -0.29689 0.51785 -4.23439
N -0.40992 1.41134 -3.28689
C -0.14960 2.72937 -3.55895
H 3.46361 9.03754 2.54809
H 1.81015 9.67125 2.61975
H 2.71038 9.74250 1.10694
H 3.54061 6.76086 2.54717
H 2.86955 4.53806 2.11920
H -0.91325 6.97432 -0.11978
H 0.35940 8.78171 0.60533
H -0.05074 5.83180 -2.14441
H 0.68361 6.44015 -4.38165
H 0.87558 4.73582 -6.16997
H 0.68861 2.40214 -6.84910
H 0.17910 0.02989 -6.28715
H -0.51024 -0.51310 -3.95502
C 4.29441 3.91367 -1.38113
C 2.82873 3.47683 -1.48164
C 2.11189 3.52396 -0.15178
C 1.77189 4.94263 0.23110
C 0.68709 4.94557 2.08235
C 0.53022 3.51689 2.49140
C 0.95696 2.43131 1.84710
C 0.47556 1.07139 2.32537
C 0.02081 0.98575 3.77646
C 1.76540 2.43883 0.58454
N 1.93428 1.14988 0.03712
C 3.01216 0.73604 -0.52470
C 2.99007 -0.30746 -1.49351
C 4.04439 -0.92470 -2.17555
C 3.45640 -1.86143 -3.03167
C 2.07075 -1.75088 -2.83266
N 1.78632 -0.81128 -1.92398
H 4.75142 3.95658 -2.37324
H 4.87289 3.21597 -0.76998
H 4.38162 4.90312 -0.92179
H 2.77463 2.49146 -1.93960
H 2.31659 4.16026 -2.16158
H 2.18911 5.63667 -0.49846
H 0.24684 5.62007 2.81472
H -0.07324 3.36878 3.37640
H 1.22752 0.31067 2.13570
H -0.39486 0.79996 1.71145
H -0.24689 -0.04939 4.00552
H -0.86269 1.59825 3.96883
H 0.81654 1.29419 4.46130
H 3.97259 1.21212 -0.30019
H 5.09631 -0.71313 -2.03951
H 3.95407 -2.54253 -3.70679
H 1.28393 -2.32342 -3.30963


7
Properties=species:S:1:pos:R:3 method="wB97M-V/def2-TZVPD" smiles="F/N=C/N(F)F" homo_lumo_gap_ev="8.5 / 8.9" relative_energy_kcal_mol=236.2 charge=0 e_tot_ev=-12176.5445
C 0.20935 0.75082 -0.00152
N 1.72733 1.34595 -0.15220
N -0.70882 1.32774 0.75146
F 2.37216 0.23455 -0.62430
F -0.71961 2.62266 1.13433
F -2.04484 1.02460 0.68132
H 0.23066 -0.22979 -0.35672


75
Properties=species:S:1:pos:R:3 method="wB97M-V/def2-TZVPD" homo_lumo_gap_ev="7.0 / 8.7" multiplicity=2 relative_energy_kcal_mol=0.0 charge=0 e_tot_ev=-103696.1515
C 0.54995 4.40293 -0.61644
C -0.27902 4.28050 -1.85822
H 1.49823 4.90419 -0.83989
H 0.76719 3.41035 -0.20066
H 0.03701 4.98650 0.16778
C -0.09722 5.04193 -2.94836
C 0.87044 6.17473 -3.06139
H -0.68097 4.86181 -3.85282
H 1.85478 5.92943 -2.63786
H 0.51635 7.09497 -2.56978
H 0.98990 6.40186 -4.12930
Ti 1.07176 -1.76325 3.15660
Cl -0.37973 -2.01497 4.87184
Cl 0.53756 0.39442 2.80054
C -1.54640 -2.25169 1.88488
O -0.31591 -2.58668 1.84074
N -2.45252 -2.75375 1.05299
C -2.10917 -3.68480 -0.02348
C -3.82324 -2.25315 1.06331
H -1.88537 -1.50596 2.62065
H -1.32243 -4.37258 0.29223
H -1.80302 -3.15321 -0.93767
H -3.01427 -4.25840 -0.24993
H -4.05693 -1.84365 2.05245
H -4.50489 -3.08487 0.84535
H -3.97110 -1.47413 0.29920
H 5.36023 0.10414 2.45048
H 3.11861 0.23037 0.61368
C 5.55383 -0.87350 1.97749
C 3.84295 -0.48907 0.20044
N 4.36980 -1.35112 1.26482
H 5.83723 -1.60352 2.74434
C 3.53630 -2.21961 1.84730
O 2.28265 -2.25433 1.58910
H 3.35610 -1.10454 -0.56629
H 3.95417 -2.90128 2.60079
H 6.37640 -0.75078 1.26680
H 4.68432 0.05372 -0.23896
O -0.58591 1.95498 -1.85279
C -1.32445 3.17020 -1.82436
C -2.06940 2.78962 -4.21900
C -2.36447 3.23317 -2.93150
H -1.09544 2.30992 -4.39695
C -2.98631 3.00197 -5.24970
H -1.83113 3.26059 -0.85368
C -3.61792 3.80938 -2.65087
H -2.74574 2.63923 -6.25149
C -4.19272 3.67846 -5.00307
C -4.51240 4.06503 -3.68956
H -3.83823 4.08019 -1.61106
H -4.87850 3.89706 -5.82189
H -5.46817 4.56283 -3.48273
Si -0.75151 0.30273 -1.77257
Cl 2.96714 -0.99519 4.27245
C 0.03928 -0.43952 -3.30121
C -2.56047 -0.15008 -1.58988
C 0.25689 -0.16360 -0.30362
H -0.39111 -0.04065 -4.22985
H -0.08419 -1.53439 -3.28909
H 1.11600 -0.21167 -3.29247
H 1.17761 0.43152 -0.27972
H 0.51694 -1.22552 -0.26069
H -0.28999 0.10649 0.60668
H -3.16916 0.26027 -2.41117
H -2.96905 0.23262 -0.64301
H -2.68867 -1.24029 -1.60353
C 2.15366 -5.71584 6.93359
C 2.29448 -5.81922 5.39737
C 2.10993 -4.54964 4.71782
N 1.88471 -3.61294 4.06151
H 2.78735 -4.90742 7.32363
H 2.45743 -6.64664 7.42255
H 1.10329 -5.53067 7.19524
H 3.28772 -6.21128 5.11931
H 1.53892 -6.51473 4.99256


48
Properties=species:S:1:pos:R:3 method="wB97M-V/def2-TZVPD" homo_lumo_gap_ev=8.2 relative_energy_kcal_mol=20.8 charge=+2 e_tot_ev=-71863.8253
Hf -0.23268 0.38401 -0.04060
O -0.99021 -3.39876 -0.85542
C -1.08712 -2.22303 -0.91479
O -0.00798 -1.35525 -0.83947
C -2.44399 -1.49554 -0.93684
C -2.83336 -0.92847 0.46262
C -4.32849 -0.69182 0.52556
C -4.52276 0.53956 -0.38878
C -3.12214 0.85734 -0.85510
O -2.30369 0.49496 0.38719
C -2.58990 -0.19033 -1.85466
C -1.27682 0.24442 -2.55197
O -0.90265 -0.18597 -3.58394
O -0.57287 1.17810 -1.78375
H -3.16781 -2.25193 -1.22496
H -2.39990 -1.41421 1.32983
H -4.85994 -1.57575 0.17943
H -4.64006 -0.48156 1.54574
H -5.16777 0.33891 -1.24285
H -4.93961 1.37738 0.16406
H -2.91772 1.88819 -1.11633
H -3.30678 -0.37598 -2.65053
N 2.73436 -0.98807 2.79183
C 1.92821 -2.05016 3.19948
C 2.18315 -3.11344 4.06028
C 1.17440 -4.04056 4.19046
C -0.03469 -3.91470 3.47999
C -0.27089 -2.85174 2.63806
C 0.73679 -1.89638 2.50757
N 0.80765 -0.72365 1.72962
C 2.03403 -0.25538 1.92324
C 2.61058 0.81029 1.08653
C 3.83464 1.38254 1.13419
S 4.06879 2.36579 -0.24400
C 2.53685 1.99008 -0.80905
N 1.86145 1.17672 -0.02548
H 3.69166 -0.83304 3.06511
H 3.11992 -3.21417 4.59155
H 1.31584 -4.89433 4.83916
H -0.79284 -4.67808 3.58874
H -1.19479 -2.80771 2.08142
H 4.61164 1.27113 1.87538
H 2.13235 2.38423 -1.73144
Cl -0.42054 3.57289 0.02928
C -0.29173 3.66622 1.78742
Cl -0.39049 2.00990 2.47285
H -1.11790 4.24394 2.18089
H 0.67033 4.08143 2.05678